[1]
The following is a quantum chemistry calculation of a molecular structure, C45H122N20Na2O23 at a distorted geometry, from the OMol25 dataset.

LUMO = -0.23 eV
E_tot = -134372.68292 eV
Frontier orbital gap = 0.294 hartree
Net charge = 0

Last column: Löwdin charge in e.
Geometry (Å):
Na  0.6114  2.3244  0.5190  0.353
Na  -2.5804  -1.6745  -0.5461  0.355
C  -0.9548  0.6524  -1.1928  -1.086
O  -1.3598  -0.1326  -2.0321  -0.052
O  -0.6520  1.7914  -1.5662  -0.086
O  -0.8926  0.3242  -0.0473  -0.021
C  0.3509  5.1484  -1.1094  -0.068
O  1.3296  4.4265  -0.3933  -0.217
C  2.5754  4.3841  -0.9817  -0.200
C  3.4985  3.5093  -0.0522  -0.121
N  2.9864  2.1228  0.1785  -0.053
C  2.8211  1.3471  -1.0506  -0.170
C  4.1304  0.9715  -1.7252  -0.189
O  4.8429  0.4277  -0.6339  -0.229
C  6.2347  0.7704  -0.8661  -0.077
H  -0.6231  5.2091  -0.6240  0.094
H  0.0852  4.6904  -2.0621  0.079
H  0.6429  6.1744  -1.3333  0.098
H  2.9149  5.4124  -1.1054  0.130
H  2.4976  3.9717  -1.9877  0.114
H  3.5301  3.8984  0.9655  0.114
H  4.4778  3.5759  -0.5260  0.107
H  3.6254  1.5735  0.7353  0.062
H  2.1111  1.8959  -1.6693  0.099
H  2.3415  0.4362  -0.6923  0.119
H  4.6228  1.8052  -2.2258  0.125
H  4.0613  0.2124  -2.5044  0.129
H  6.8984  0.2079  -0.2095  0.065
H  6.4484  1.8231  -0.6810  0.093
H  6.5345  0.4221  -1.8545  0.095
C  0.5402  -3.9298  11.5481  -0.104
O  0.9247  -2.9024  10.6316  -0.207
C  0.3463  -3.0372  9.3052  -0.196
C  0.7311  -4.2941  8.4988  -0.195
N  0.8862  -3.9732  7.0609  -0.068
C  1.0759  -5.2225  6.3221  -0.215
C  1.0651  -4.9951  4.8105  -0.200
O  -0.2070  -4.4422  4.4579  -0.228
C  -0.3964  -4.1148  3.0786  -0.088
H  0.9138  -4.9242  11.3039  0.084
H  -0.5226  -3.7505  11.7107  0.089
H  1.0746  -3.6280  12.4489  0.084
H  0.6144  -2.1388  8.7492  0.115
H  -0.7430  -3.0030  9.3261  0.111
H  -0.0029  -5.0957  8.5812  0.110
H  1.7362  -4.5941  8.7953  0.123
H  0.1447  -3.5365  6.5322  0.070
H  0.2725  -5.8986  6.6143  0.112
H  2.0182  -5.6936  6.6017  0.119
H  1.1483  -5.9086  4.2216  0.120
H  1.8787  -4.3330  4.5142  0.111
H  -1.4488  -3.8319  3.0549  0.087
H  -0.2324  -4.9530  2.4013  0.081
H  0.2269  -3.2892  2.7349  0.073
C  -1.1246  5.7479  5.9464  -0.065
O  -1.0136  5.0395  4.6720  -0.183
C  0.2639  4.6263  4.3811  -0.252
C  0.3754  3.9062  2.9800  -0.145
N  0.0711  2.4462  3.1300  -0.032
C  1.2222  1.7531  3.7335  -0.176
C  0.9318  0.2716  3.8269  -0.214
O  0.0552  -0.0671  4.8931  -0.175
C  -0.2800  -1.4592  5.0047  -0.079
H  -0.8805  5.1779  6.8429  0.086
H  -2.1576  6.0809  6.0475  0.078
H  -0.4804  6.6259  5.9007  0.084
H  0.7433  4.0110  5.1425  0.112
H  0.8862  5.5189  4.3162  0.116
H  1.4091  4.1092  2.7001  0.107
H  -0.3020  4.3648  2.2597  0.117
H  -0.7378  2.4525  3.7348  0.104
H  1.4083  2.1319  4.7385  0.112
H  2.1436  1.9325  3.1795  0.111
H  1.8601  -0.2501  4.0600  0.102
H  0.6425  -0.2292  2.9030  0.124
H  -1.2358  -1.7849  4.5942  0.081
H  -0.4255  -1.4669  6.0849  0.082
H  0.5630  -2.1461  4.9296  0.074
C  0.2763  4.0823  -7.3820  -0.095
O  1.1043  3.5240  -8.4186  -0.196
C  1.7392  2.3154  -8.0985  -0.214
C  0.8311  1.0382  -8.0253  -0.166
N  1.6067  -0.0897  -7.4171  -0.031
C  0.7364  -1.2149  -7.0209  -0.209
C  1.5881  -2.2207  -6.2951  -0.208
O  2.1017  -1.7832  -5.0542  -0.231
C  2.8861  -2.7612  -4.4106  -0.083
H  -0.5563  3.3908  -7.2532  0.076
H  -0.1804  5.0125  -7.7201  0.083
H  0.8798  4.3432  -6.5126  0.076
H  2.3499  2.4451  -7.2050  0.099
H  2.4520  2.1960  -8.9145  0.120
H  0.4492  0.8291  -9.0246  0.113
H  -0.0809  1.1700  -7.4430  0.092
H  1.8730  0.3497  -6.5476  0.045
H  0.2793  -1.6880  -7.8900  0.125
H  -0.1304  -0.9093  -6.4349  0.085
H  2.4081  -2.5269  -6.9447  0.126
H  0.9759  -3.0961  -6.0783  0.121
H  3.3114  -2.4841  -3.4461  0.069
H  3.6756  -3.1515  -5.0527  0.093
H  2.2003  -3.5730  -4.1683  0.091
C  8.3314  -2.7516  -0.0457  -0.090
O  7.0234  -3.2981  0.1924  -0.170
C  6.2222  -3.0174  -0.9336  -0.239
C  4.8448  -3.4923  -0.6355  -0.206
N  3.9622  -2.6447  0.1583  -0.042
C  4.3208  -2.8334  1.5991  -0.169
C  3.4645  -1.8540  2.4295  -0.206
O  3.6163  -0.4980  1.9962  -0.208
C  4.7935  0.1582  2.4715  -0.084
H  8.3639  -1.6621  -0.0364  0.071
H  8.7168  -3.0455  -1.0220  0.086
H  9.0839  -3.0820  0.6702  0.088
H  6.5626  -3.5591  -1.8161  0.131
H  6.1553  -1.9522  -1.1548  0.109
H  4.9865  -4.5025  -0.2515  0.134
H  4.2803  -3.5463  -1.5664  0.105
H  4.1167  -1.6490  0.0891  0.081
H  5.3666  -2.6492  1.8450  0.104
H  4.2074  -3.8513  1.9719  0.122
H  3.4461  -2.0320  3.5047  0.119
H  2.4179  -2.0939  2.2421  0.096
H  4.6789  1.2421  2.4671  0.082
H  5.6259  -0.1991  1.8652  0.082
H  5.0065  0.0571  3.5357  0.095
C  -7.0277  0.7442  1.8372  -0.122
O  -6.7890  0.5368  0.4778  -0.170
C  -5.4096  0.7071  0.1699  -0.165
C  -5.2386  0.1678  -1.2867  -0.166
N  -5.3676  -1.2836  -1.2515  -0.041
C  -5.1078  -1.8785  -2.5299  -0.219
C  -4.9501  -3.4029  -2.3567  -0.153
O  -3.7895  -3.7440  -1.5298  -0.237
C  -3.6031  -5.1287  -1.3148  -0.085
H  -6.7388  -0.0867  2.4807  0.089
H  -8.0950  0.9405  1.9398  0.086
H  -6.6590  1.6795  2.2584  0.075
H  -4.8591  0.0088  0.8002  0.105
H  -5.0702  1.7250  0.3613  0.104
H  -4.2954  0.4672  -1.7436  0.101
H  -6.0045  0.5617  -1.9548  0.125
H  -6.3388  -1.4815  -1.0573  0.124
H  -4.1728  -1.4333  -2.8701  0.086
H  -5.7688  -1.6965  -3.3773  0.125
H  -4.8873  -3.8715  -3.3388  0.117
H  -5.8679  -3.8491  -1.9739  0.121
H  -3.8364  -5.5667  -2.2853  0.090
H  -4.3378  -5.4436  -0.5738  0.086
H  -2.6228  -5.3785  -0.9090  0.081
C  -4.4920  3.7677  3.4801  -0.727
O  -3.7426  2.8712  3.0911  -0.003
N  -4.7069  4.0712  4.6968  0.180
N  -5.3067  4.4609  2.6675  0.185
H  -5.2431  4.9020  4.9027  0.119
H  -4.0084  3.7420  5.3478  0.126
H  -5.1081  4.3631  1.6820  0.071
H  -5.9705  5.0649  3.1307  0.108
C  -2.9780  -0.7597  2.5365  -0.827
O  -2.8049  -1.7959  1.9022  0.028
N  -3.5068  -0.6718  3.6642  0.200
N  -2.3922  0.3496  2.2464  0.207
H  -3.7772  -1.5759  4.0240  0.136
H  -3.2723  0.1332  4.2273  0.130
H  -1.9467  0.2696  1.3435  0.061
H  -2.7872  1.2176  2.5792  0.061
C  -3.4410  3.5837  -0.5710  -0.763
O  -4.4287  4.2256  -0.2455  0.013
N  -3.0606  3.4252  -1.8059  0.206
N  -2.6686  2.9155  0.2373  0.214
H  -2.2276  2.8910  -2.0082  0.068
H  -3.5809  3.9048  -2.5266  0.112
H  -1.9106  2.3625  -0.1367  0.062
H  -2.9988  2.7509  1.1775  0.066
C  -3.2842  1.3721  -5.3116  -0.720
O  -3.1346  1.8837  -6.4232  0.003
N  -4.3405  0.6831  -4.8709  0.180
N  -2.2512  1.3431  -4.4620  0.180
H  -4.3120  0.0858  -4.0570  0.056
H  -4.9457  0.4932  -5.6569  0.115
H  -1.4076  1.7169  -4.8727  0.083
H  -2.1917  0.8848  -3.5639  0.055
C  1.5287  1.4004  -4.3707  -0.799
O  2.5231  1.4908  -5.0232  0.042
N  0.9347  0.3235  -4.0137  0.227
N  0.8225  2.4130  -3.9138  0.174
H  1.3444  -0.5847  -4.1793  0.077
H  0.1031  0.3823  -3.4435  0.071
H  0.2241  2.2640  -3.1139  0.047
H  1.0928  3.3661  -4.1103  0.104
C  -2.0573  -3.2183  -4.4211  -0.817
O  -2.2745  -4.3300  -4.8076  0.043
N  -1.6891  -2.9227  -3.2099  0.202
N  -2.0965  -2.1902  -5.2067  0.189
H  -1.4134  -1.9929  -2.9278  0.071
H  -1.4060  -3.6866  -2.6129  0.098
H  -1.7928  -1.2927  -4.8569  0.084
H  -2.2823  -2.3641  -6.1841  0.127
C  0.3874  -3.3428  -0.3119  -0.723
O  -0.8031  -3.5581  -0.4266  0.035
N  0.9277  -2.1495  -0.3167  0.219
N  1.2943  -4.2758  -0.0379  0.182
H  1.9185  -1.9681  -0.2435  0.075
H  0.2144  -1.4376  -0.2500  0.081
H  2.2632  -4.0023  0.0423  0.064
H  1.1229  -5.2710  -0.0218  0.116
C  -1.9885  5.0296  -4.7603  -0.199
O  -2.3979  6.0634  -3.9778  -0.104
H  -1.6735  4.2020  -4.1247  0.047
H  -2.8115  4.7230  -5.4059  0.092
H  -1.1200  5.2554  -5.3789  0.067
H  -3.2936  6.0022  -3.6377  0.082

[2]
The following is a quantum chemistry calculation of a molecular structure, C45H34N7O3PS2Se2Ti at a distorted geometry, from the OMol25 dataset.

LUMO = -0.87 eV
E_tot = -248560.30888 eV
Frontier orbital gap = 0.191 hartree
Net charge = 0

Last column: Löwdin charge in e.
Geometry (Å):
Ti  -1.4185  0.3231  1.0299  1.097
N  -1.7844  -1.1587  4.6631  0.057
C  -2.7415  -1.3432  3.7549  -0.668
N  -2.8710  -0.6856  2.6126  0.045
C  -3.9766  -1.1961  1.9262  -0.341
C  -4.6422  -2.2125  2.5053  -0.356
S  -3.9412  -2.5801  4.0267  1.072
C  -4.3637  -0.5975  0.6579  -0.331
C  -5.4975  -0.8509  -0.0246  -0.340
S  -5.5569  0.1109  -1.4468  1.090
C  -4.0222  0.7988  -1.0308  -0.653
N  -3.5033  0.3274  0.0830  0.031
N  -3.5056  1.7397  -1.8434  0.146
H  -1.4656  -0.1604  4.7232  -0.089
H  -1.9102  -1.6168  5.5516  0.100
H  -5.5018  -2.7415  2.1322  0.076
H  -6.3005  -1.5165  0.2383  0.079
H  -3.9885  1.9758  -2.6907  0.112
H  -2.7269  2.3198  -1.5764  0.082
O  -0.2889  2.8736  -1.9828  0.114
C  -0.5444  1.8276  -1.4399  -0.600
O  -0.8898  1.6870  -0.1819  -0.257
C  -0.6989  0.5613  -2.2565  -0.200
C  -0.3651  0.5634  -3.6235  0.010
C  -0.6157  -0.5586  -4.3503  0.014
C  -1.2509  -1.6607  -3.7308  -0.140
C  -1.5895  -2.8390  -4.4368  -0.029
C  -2.2648  -3.8493  -3.8162  -0.072
C  -2.6461  -3.7150  -2.4624  -0.060
C  -2.3231  -2.5951  -1.7511  -0.004
C  -1.5935  -1.5469  -2.3640  -0.175
N  -1.2736  -0.4343  -1.6390  0.145
H  0.0921  1.4469  -4.0445  0.121
H  -0.3512  -0.6180  -5.3989  0.124
H  -1.3120  -2.9179  -5.4813  0.115
H  -2.5227  -4.7480  -4.3606  0.105
H  -3.2062  -4.5077  -1.9831  0.107
H  -2.6264  -2.4916  -0.7192  0.099
Se  0.6750  3.3896  1.7966  0.673
Se  -1.6539  1.9362  4.9894  0.672
C  -2.5308  2.6287  3.4753  -0.711
C  -3.3606  3.7390  3.7804  -0.155
C  -3.9832  4.4702  2.8108  -0.075
C  -3.7627  4.1044  1.4823  -0.070
C  -2.9680  3.0176  1.2524  -0.191
N  -2.3795  2.2360  2.1842  -0.027
C  0.8103  1.8040  2.7230  -0.812
C  1.7549  1.8017  3.8008  -0.198
C  2.1326  0.6704  4.4426  -0.072
C  1.5220  -0.5439  4.0657  -0.073
C  0.5572  -0.4993  3.1160  -0.206
N  0.1452  0.6259  2.4464  -0.069
H  -3.4619  3.9976  4.8236  0.073
H  -4.6041  5.3198  3.0662  0.105
H  -4.1732  4.6573  0.6489  0.100
H  -2.7396  2.7659  0.2348  0.057
H  2.1752  2.7624  4.0576  0.087
H  2.8728  0.6995  5.2324  0.109
H  1.7687  -1.4859  4.5349  0.103
H  0.0263  -1.4106  2.8912  0.092
O  -1.1608  -1.7250  0.8654  -0.081
C  -0.1086  -1.1735  0.5135  -0.288
C  1.1045  -1.9321  0.2029  -0.194
C  1.0381  -3.3129  0.4275  -0.006
C  2.1664  -4.0991  0.3147  -0.057
C  3.3800  -3.4991  -0.0027  -0.048
C  3.4453  -2.1349  -0.2433  -0.070
C  2.3127  -1.3302  -0.1725  -0.281
P  2.3472  0.4605  -0.6282  1.178
C  4.0274  0.9467  -0.0803  -0.356
C  4.1123  1.5665  1.1637  -0.085
C  5.3431  1.9511  1.6760  -0.068
C  6.4988  1.7399  0.9395  -0.087
C  6.4211  1.1467  -0.3143  -0.085
C  5.1927  0.7527  -0.8224  -0.105
C  2.6410  0.3096  -2.4421  -0.377
C  2.7969  1.5203  -3.1235  -0.110
C  3.0154  1.5415  -4.4907  -0.081
C  3.0587  0.3512  -5.2085  -0.091
C  2.8847  -0.8534  -4.5456  -0.091
C  2.6780  -0.8751  -3.1707  -0.090
H  0.0899  -3.7470  0.7170  0.123
H  2.1116  -5.1643  0.4958  0.108
H  4.2791  -4.0988  -0.0696  0.110
H  4.3956  -1.6857  -0.4992  0.103
H  3.2072  1.7692  1.7214  0.048
H  5.3920  2.4336  2.6440  0.107
H  7.4581  2.0510  1.3332  0.101
H  7.3200  0.9947  -0.8986  0.101
H  5.1427  0.3021  -1.8063  0.102
H  2.7419  2.4527  -2.5711  0.118
H  3.1448  2.4883  -4.9998  0.107
H  3.2288  0.3666  -6.2777  0.101
H  2.9147  -1.7855  -5.0974  0.104
H  2.5451  -1.8280  -2.6750  0.099

HOMO level for the records above, in order: -8.24 -6.07 eV